1.
7 unconnected molecules or ions with the total composition C29H48ClNO13. Source: the Open Molecules 2025 dataset; level of theory: ωB97M-V/def2-TZVPD.

Properties
Frontier orbital gap = 5.6 eV
Net charge = 0

Each line ends with the Löwdin charge.
Geometry (Å):
1 C 10.047 3.453 2.612  -0.079
2 C 8.907 2.737 1.856  -0.243
3 C 7.849 2.065 2.717  -0.124
4 N 6.620 1.538 1.923  -0.206
5 C 6.004 2.584 0.896  0.047
6 C 7.031 0.240 1.158  -0.064
7 C 6.254 -0.932 1.837  -0.144
8 C 5.835 -0.396 3.161  -0.166
9 C 5.515 1.112 3.006  -0.034
10 H 10.717 3.938 1.902  0.083
11 H 10.614 2.765 3.239  0.077
12 H 9.604 4.186 3.287  0.078
13 H 9.300 2.112 1.053  0.110
14 H 8.458 3.545 1.279  0.100
15 H 7.491 2.824 3.414  0.128
16 H 8.173 1.249 3.363  0.137
17 H 6.602 2.776 0.005  0.098
18 H 6.028 3.508 1.475  0.103
19 H 5.019 2.225 0.600  0.107
20 H 6.729 0.374 0.119  0.122
21 H 8.119 0.161 1.147  0.120
22 H 5.377 -1.168 1.235  0.124
23 H 6.797 -1.876 1.879  0.126
24 H 4.960 -0.925 3.540  0.130
25 H 6.608 -0.554 3.913  0.118
26 H 4.566 1.427 2.574  0.124
27 H 5.570 1.755 3.884  0.126
28 Cl -2.496 -0.094 -0.778  0.597
29 O -3.040 -0.278 -2.099  -0.388
30 O -2.694 1.225 -0.202  -0.387
31 O -3.225 -1.089 -0.004  -0.431
32 O -1.161 -0.541 -0.661  -0.392
33 C -8.831 1.569 -1.992  -0.083
34 O -8.799 1.724 -0.620  -0.017
35 C -8.539 2.909 -0.002  -0.480
36 O -8.322 4.077 -0.552  0.029
37 O -8.465 2.838 1.313  -0.001
38 C -8.327 1.628 2.091  -0.016
39 H -9.594 2.139 -2.522  0.095
40 H -8.984 0.523 -2.259  0.093
41 H -7.930 1.807 -2.557  0.101
42 H -8.659 0.733 1.564  0.089
43 H -8.953 1.831 2.960  0.093
44 H -7.287 1.435 2.353  0.098
45 C -3.385 4.157 -6.801  -0.027
46 O -3.930 5.287 -6.021  -0.008
47 C -3.307 5.600 -4.840  -0.583
48 O -3.780 6.310 -3.961  0.115
49 O -2.117 5.071 -4.734  -0.028
50 C -1.102 5.637 -3.922  -0.026
51 H -2.486 4.491 -7.319  0.086
52 H -4.150 3.906 -7.536  0.088
53 H -3.171 3.233 -6.265  0.096
54 H -0.931 6.661 -4.253  0.094
55 H -0.178 5.061 -3.962  0.098
56 H -1.528 5.852 -2.942  0.096
57 C -0.166 -2.461 7.290  -0.060
58 O 0.106 -3.443 8.247  0.007
59 C 1.268 -3.494 8.907  -0.546
60 O 2.321 -2.958 8.600  0.105
61 O 1.124 -4.343 9.969  -0.022
62 C 2.204 -4.638 10.825  -0.061
63 H 0.379 -2.620 6.359  0.092
64 H 0.190 -1.497 7.652  0.098
65 H -1.171 -2.402 6.872  0.100
66 H 3.124 -4.923 10.316  0.092
67 H 1.830 -5.576 11.234  0.097
68 H 2.419 -3.860 11.558  0.098
69 C -11.145 -6.551 -1.242  -0.112
70 C -10.576 -7.634 -0.564  -0.089
71 C -9.224 -7.624 -0.278  -0.118
72 C -8.494 -6.510 -0.547  -0.104
73 C -9.079 -5.388 -1.133  -0.074
74 C -10.409 -5.437 -1.526  -0.107
75 H -12.195 -6.546 -1.493  0.097
76 H -11.143 -8.473 -0.191  0.096
77 H -8.699 -8.497 0.081  0.102
78 H -7.435 -6.566 -0.343  0.104
79 H -8.445 -4.608 -1.527  0.102
80 H -11.049 -4.747 -2.057  0.102
81 C 3.899 -1.462 -6.962  -0.071
82 C 3.263 -0.193 -6.866  -0.090
83 C 3.945 0.930 -7.223  -0.123
84 C 5.239 0.852 -7.707  -0.093
85 C 5.877 -0.380 -7.717  -0.112
86 C 5.216 -1.557 -7.418  -0.104
87 H 3.354 -2.355 -6.695  0.095
88 H 2.223 -0.051 -6.610  0.103
89 H 3.472 1.870 -6.980  0.102
90 H 5.798 1.769 -7.820  0.097
91 H 6.930 -0.531 -7.905  0.096
92 H 5.633 -2.522 -7.665  0.099

=====

2.
A molecular structure, C19H30ClNRuSb2Te. Source: the Open Molecules 2025 dataset; level of theory: ωB97M-V/def2-TZVPD.

Properties
Frontier orbital gap (spin up / spin down) = 6.8 / 5.0 eV
Multiplicity = 5
Net charge = +4

Each line ends with the Löwdin spin population.
Geometry (Å):
1 Ru -0.768 0.189 -0.884  1.899
2 C -1.852 1.314 2.757  0.069
3 Sb -0.109 1.269 1.384  0.526
4 C -1.520 -0.869 0.587  0.068
5 C 1.473 0.757 2.874  0.094
6 C 1.926 -0.629 3.141  0.247
7 C 1.583 -1.240 4.373  0.011
8 C 2.134 -2.433 4.757  0.150
9 C 2.958 -3.123 3.835  0.234
10 C 3.296 -2.550 2.606  0.000
11 C 2.791 -1.304 2.192  0.156
12 C 3.184 -0.690 0.911  0.022
13 Sb 1.716 -0.920 -0.806  0.049
14 C 2.861 -1.103 -2.672  0.001
15 C 1.838 -3.041 -0.545  0.026
16 H -1.966 0.312 3.102  0.012
17 H -2.751 1.609 2.196  0.002
18 H -1.631 2.031 3.553  0.000
19 H -0.870 -1.431 1.255  0.021
20 H -1.775 -1.562 -0.240  0.034
21 H -2.435 -0.552 1.081  0.015
22 H 1.095 1.194 3.814  0.002
23 H 2.331 1.393 2.506  0.019
24 H 0.914 -0.679 5.023  -0.003
25 H 1.909 -2.849 5.744  0.004
26 H 3.430 -4.082 4.133  0.007
27 H 4.008 -3.080 1.950  -0.002
28 H 4.073 -1.198 0.430  0.002
29 H 3.417 0.364 1.001  0.008
30 H 3.834 -1.602 -2.536  0.000
31 H 3.075 -0.094 -3.035  0.000
32 H 2.316 -1.675 -3.442  0.001
33 H 2.884 -3.324 -0.645  0.003
34 H 1.246 -3.500 -1.346  0.000
35 H 1.482 -3.320 0.451  0.000
36 C 0.560 0.741 -4.227  0.028
37 Te -0.832 -0.676 -3.372  0.118
38 C -2.418 0.642 -3.968  0.031
39 H 0.304 1.735 -3.869  0.003
40 H 0.443 0.714 -5.334  0.005
41 H 1.603 0.454 -3.992  0.000
42 H -2.432 0.789 -5.045  0.005
43 H -2.243 1.570 -3.469  0.002
44 H -3.357 0.232 -3.628  0.000
45 Cl -6.147 1.600 -0.933  0.002
46 C -4.547 2.253 -1.005  0.005
47 C -4.231 3.562 -1.327  0.004
48 C -2.888 3.923 -1.468  0.005
49 C -1.931 2.960 -1.293  0.018
50 N -2.217 1.706 -0.897  0.068
51 C -3.508 1.369 -0.710  0.021
52 H -5.010 4.312 -1.459  0.000
53 H -2.594 4.931 -1.735  0.000
54 H -0.902 3.214 -1.421  0.008
55 H -3.745 0.385 -0.353  0.003

=====

3.
A molecular structure, C70H61FGeOP3PtSi. Source: the Open Molecules 2025 dataset; level of theory: ωB97M-V/def2-TZVPD.

Properties
Frontier orbital gap = 6.2 eV
Net charge = +1

Each line ends with the Löwdin charge.
Geometry (Å):
1 Pt 0.150 1.084 0.966  0.657
2 F 3.702 3.375 3.586  -0.335
3 Ge 2.448 2.549 2.580  0.943
4 C 1.732 1.583 4.175  -0.232
5 C 2.248 2.081 5.383  -0.087
6 C 1.912 1.540 6.612  -0.052
7 C 1.020 0.486 6.687  -0.051
8 C 0.471 -0.001 5.519  -0.121
9 C 0.829 0.512 4.264  -0.379
10 P -0.119 -0.199 2.887  0.950
11 C 0.084 -2.000 2.870  -0.353
12 C 0.550 -2.771 3.934  -0.075
13 C 0.559 -4.152 3.836  -0.063
14 C 0.121 -4.776 2.675  -0.052
15 C -0.321 -4.013 1.605  -0.064
16 C -0.340 -2.631 1.704  -0.124
17 C -1.814 0.019 3.515  -0.341
18 C -2.110 1.117 4.329  -0.100
19 C -3.365 1.241 4.897  -0.079
20 C -4.343 0.290 4.635  -0.054
21 C -4.066 -0.776 3.794  -0.045
22 C -2.807 -0.913 3.228  -0.058
23 C 1.833 4.264 1.822  -0.247
24 C 2.327 5.405 2.474  -0.083
25 C 2.111 6.676 1.973  -0.052
26 C 1.391 6.852 0.800  -0.051
27 C 0.873 5.745 0.162  -0.109
28 C 1.095 4.452 0.654  -0.393
29 P 0.149 3.149 -0.182  0.972
30 C 0.538 3.223 -1.947  -0.343
31 C -0.191 2.356 -2.759  -0.138
32 C -0.105 2.457 -4.137  -0.068
33 C 0.758 3.381 -4.710  -0.064
34 C 1.554 4.183 -3.903  -0.062
35 C 1.443 4.112 -2.521  -0.073
36 C -1.503 3.912 -0.004  -0.339
37 C -1.793 4.573 1.194  -0.099
38 C -2.999 5.230 1.354  -0.082
39 C -3.943 5.211 0.335  -0.063
40 C -3.672 4.534 -0.842  -0.049
41 C -2.457 3.885 -1.013  -0.064
42 C 3.821 1.736 1.432  -0.243
43 C 5.141 2.151 1.661  -0.072
44 C 6.194 1.624 0.935  -0.049
45 C 5.966 0.650 -0.028  -0.051
46 C 4.675 0.229 -0.266  -0.096
47 C 3.604 0.790 0.444  -0.381
48 P 1.981 0.095 0.076  0.939
49 C 1.773 0.109 -1.709  -0.354
50 C 0.723 -0.638 -2.248  -0.131
51 C 0.655 -0.844 -3.617  -0.067
52 C 1.615 -0.281 -4.448  -0.058
53 C 2.606 0.534 -3.921  -0.057
54 C 2.682 0.744 -2.553  -0.075
55 C 2.377 -1.636 0.474  -0.338
56 C 2.931 -1.865 1.736  -0.098
57 C 3.475 -3.094 2.049  -0.054
58 C 3.480 -4.113 1.103  -0.057
59 C 2.934 -3.893 -0.150  -0.059
60 C 2.382 -2.659 -0.468  -0.065
61 H 2.931 2.913 5.365  0.093
62 H 2.338 1.962 7.513  0.114
63 H 0.732 0.064 7.641  0.116
64 H -0.290 -0.766 5.584  0.110
65 H 0.930 -2.312 4.833  0.094
66 H 0.921 -4.745 4.667  0.112
67 H 0.135 -5.856 2.601  0.113
68 H -0.648 -4.493 0.692  0.097
69 H -0.680 -2.023 0.870  0.073
70 H -1.350 1.855 4.555  0.113
71 H -3.583 2.083 5.540  0.114
72 H -5.324 0.385 5.082  0.115
73 H -4.827 -1.514 3.575  0.106
74 H -2.605 -1.764 2.589  0.098
75 H 2.894 5.296 3.383  0.097
76 H 2.504 7.533 2.506  0.113
77 H 1.214 7.842 0.401  0.115
78 H 0.255 5.885 -0.716  0.118
79 H -0.823 1.608 -2.287  0.078
80 H -0.704 1.808 -4.762  0.117
81 H 0.828 3.461 -5.788  0.112
82 H 2.251 4.881 -4.348  0.110
83 H 2.058 4.753 -1.905  0.103
84 H -1.059 4.612 1.991  0.112
85 H -3.206 5.756 2.277  0.115
86 H -4.890 5.717 0.464  0.115
87 H -4.404 4.517 -1.639  0.114
88 H -2.252 3.394 -1.949  0.082
89 H 5.343 2.889 2.420  0.098
90 H 7.202 1.966 1.135  0.113
91 H 6.787 0.216 -0.583  0.114
92 H 4.494 -0.545 -1.002  0.116
93 H -0.042 -1.045 -1.594  0.090
94 H -0.147 -1.438 -4.033  0.109
95 H 1.573 -0.455 -5.516  0.116
96 H 3.324 1.010 -4.575  0.117
97 H 3.468 1.365 -2.149  0.110
98 H 2.962 -1.066 2.471  0.112
99 H 3.903 -3.259 3.029  0.117
100 H 3.919 -5.072 1.343  0.113
101 H 2.946 -4.678 -0.895  0.112
102 H 1.996 -2.503 -1.464  0.098
103 C -2.819 -1.110 -2.980  -0.093
104 C -3.791 -0.156 -2.277  -0.576
105 C -5.205 -0.724 -2.455  -0.084
106 C -3.763 1.189 -3.005  -0.084
107 Si -3.214 -0.022 -0.434  0.493
108 O -1.620 0.285 -0.274  -0.463
109 C -3.682 -1.749 0.223  -0.225
110 C -2.869 -2.862 -0.010  -0.136
111 C -3.241 -4.143 0.379  -0.091
112 C -4.457 -4.350 1.011  -0.074
113 C -5.295 -3.268 1.241  -0.080
114 C -4.907 -1.992 0.855  -0.116
115 C -4.304 1.193 0.526  -0.197
116 C -3.743 1.963 1.544  -0.120
117 C -4.512 2.786 2.355  -0.113
118 C -5.883 2.858 2.174  -0.080
119 C -6.471 2.114 1.161  -0.073
120 C -5.691 1.300 0.353  -0.096
121 H -3.020 -1.130 -4.058  0.093
122 H -2.923 -2.133 -2.612  0.078
123 H -1.785 -0.793 -2.837  0.031
124 H -5.356 -0.978 -3.511  0.088
125 H -5.977 0.004 -2.205  0.064
126 H -5.376 -1.633 -1.877  0.076
127 H -4.136 1.076 -4.031  0.091
128 H -2.754 1.592 -3.077  0.042
129 H -4.400 1.924 -2.506  0.074
130 H -1.932 -2.730 -0.547  0.092
131 H -2.589 -4.986 0.181  0.096
132 H -4.756 -5.347 1.309  0.104
133 H -6.255 -3.418 1.721  0.107
134 H -5.575 -1.165 1.064  0.094
135 H -2.670 1.932 1.696  0.066
136 H -4.039 3.378 3.129  0.101
137 H -6.489 3.490 2.812  0.106
138 H -7.541 2.165 0.999  0.105
139 H -6.186 0.738 -0.427  0.082

=====

4.
A molecular structure, C23H69AsF6O11. Source: the Open Molecules 2025 dataset; level of theory: ωB97M-V/def2-TZVPD.

Properties
Frontier orbital gap = 8.5 eV
Net charge = 0

Each line ends with the Löwdin charge.
Geometry (Å):
1 O 1.478 1.354 -3.675  0.223
2 H 0.946 0.932 -4.384  0.125
3 H 1.308 2.353 -3.618  0.099
4 H 2.426 1.162 -3.710  0.173
5 As 0.682 0.596 -0.259  0.742
6 F 1.716 1.800 -0.988  -0.248
7 F -0.288 1.902 0.338  -0.227
8 F -0.390 -0.539 0.460  -0.208
9 F 1.773 -0.638 -0.793  -0.228
10 F 1.610 0.671 1.206  -0.233
11 F -0.231 0.529 -1.726  -0.236
12 C 1.003 -2.366 3.235  -0.075
13 C 1.394 -3.759 3.729  -0.318
14 O 0.759 -4.092 4.954  -0.077
15 H -0.089 -2.287 3.205  0.067
16 H 1.270 -2.244 2.181  0.049
17 H 1.477 -1.605 3.850  0.075
18 H 2.472 -3.783 3.877  0.110
19 H 1.097 -4.492 2.969  0.100
20 H -0.152 -4.344 4.779  0.079
21 C 5.265 0.728 0.519  -0.085
22 C 5.065 0.747 2.024  -0.321
23 O 4.024 -0.110 2.453  -0.090
24 H 5.387 -0.297 0.160  0.068
25 H 6.219 1.209 0.276  0.072
26 H 4.470 1.237 -0.027  0.060
27 H 4.897 1.774 2.369  0.098
28 H 5.978 0.379 2.495  0.110
29 H 3.242 0.100 1.930  0.027
30 C -3.072 -0.822 -2.259  -0.087
31 C -3.781 -1.723 -3.246  -0.290
32 O -3.562 -3.115 -2.957  -0.097
33 H -1.990 -0.925 -2.266  0.041
34 H -3.465 -0.979 -1.255  0.072
35 H -3.279 0.212 -2.547  0.071
36 H -3.403 -1.605 -4.263  0.102
37 H -4.853 -1.510 -3.232  0.114
38 H -4.225 -3.411 -2.328  0.077
39 C -3.601 3.305 0.259  -0.073
40 C -4.069 2.053 -0.467  -0.320
41 O -4.790 1.203 0.427  -0.100
42 H -3.111 3.990 -0.438  0.052
43 H -2.899 3.035 1.046  0.060
44 H -4.464 3.819 0.684  0.078
45 H -3.180 1.539 -0.848  0.078
46 H -4.761 2.211 -1.297  0.109
47 H -4.126 0.646 0.870  0.030
48 C -2.148 -3.335 0.324  -0.084
49 C -2.638 -4.646 0.927  -0.306
50 O -3.276 -4.456 2.181  -0.075
51 H -1.910 -3.488 -0.732  0.068
52 H -1.224 -3.007 0.805  0.049
53 H -2.899 -2.552 0.420  0.062
54 H -1.815 -5.349 1.057  0.108
55 H -3.343 -5.097 0.218  0.107
56 H -4.223 -4.364 2.059  0.081
57 C -3.377 1.368 3.647  -0.073
58 C -2.296 0.531 3.015  -0.285
59 O -2.902 -0.199 1.935  -0.108
60 H -4.184 0.739 4.029  0.082
61 H -3.820 2.073 2.945  0.060
62 H -2.981 1.938 4.490  0.076
63 H -1.888 -0.157 3.760  0.114
64 H -1.514 1.167 2.596  0.084
65 H -2.252 -0.794 1.548  0.042
66 C 0.065 -2.308 -3.636  -0.067
67 C -0.144 -1.272 -4.730  -0.280
68 O 1.109 -0.743 -5.214  -0.100
69 H -0.865 -2.836 -3.422  0.074
70 H 0.491 -1.825 -2.760  0.055
71 H 0.759 -3.080 -3.984  0.084
72 H -0.728 -0.447 -4.309  0.097
73 H -0.734 -1.672 -5.558  0.117
74 H 1.638 -1.484 -5.524  0.104
75 C -0.571 3.772 -2.376  -0.045
76 C 0.092 4.604 -3.441  -0.440
77 C 0.397 6.017 -2.994  -0.043
78 O 1.333 3.946 -3.857  -0.064
79 H 0.034 3.634 -1.483  0.080
80 H -0.777 2.766 -2.758  0.073
81 H -1.536 4.204 -2.122  0.084
82 H -0.555 4.616 -4.325  0.141
83 H 0.939 6.575 -3.762  0.080
84 H 0.995 5.994 -2.083  0.094
85 H -0.526 6.569 -2.819  0.091
86 H 1.621 4.363 -4.676  0.114
87 C 0.868 2.073 4.453  -0.051
88 C 0.931 3.354 3.640  -0.484
89 C 2.288 3.554 2.977  -0.053
90 O -0.121 3.407 2.682  -0.063
91 H -0.161 1.837 4.726  0.068
92 H 1.448 2.139 5.377  0.081
93 H 1.266 1.208 3.912  0.068
94 H 0.756 4.198 4.315  0.133
95 H 2.409 2.858 2.143  0.061
96 H 3.092 3.404 3.697  0.081
97 H 2.356 4.563 2.565  0.078
98 H 0.150 2.873 1.924  0.033
99 C 3.671 -3.176 0.326  -0.051
100 C 2.922 -3.778 -0.845  -0.471
101 C 1.436 -4.002 -0.554  -0.060
102 O 3.087 -2.973 -2.018  -0.068
103 H 4.742 -3.159 0.112  0.081
104 H 3.535 -3.779 1.227  0.079
105 H 3.371 -2.148 0.535  0.057
106 H 3.311 -4.768 -1.095  0.135
107 H 0.960 -4.405 -1.448  0.076
108 H 0.920 -3.096 -0.231  0.052
109 H 1.348 -4.727 0.261  0.077
110 H 2.892 -2.061 -1.781  0.044